No. 1
C50H33N2PS2V as an isolated structure in a non-equilibrium geometry. Source: the OMol25 dataset; level of theory: ωB97M-V with the def2-TZVPD basis set.

The geometry in ORCA input format:
```
! RIJCOSX wB97M-V def2-TZVPD def2/J DEFGRID3
* xyz 2 2
V -0.136 -0.012 0.060
S 1.705 2.714 4.848
C 2.087 3.145 6.450
C 1.520 2.301 7.357
C 0.758 1.284 6.746
C 0.747 1.362 5.375
C 0.118 0.468 4.420
C 0.176 0.739 3.038
N -0.296 -0.077 2.114
C -0.932 -1.207 2.490
C -1.095 -1.549 3.841
C -1.814 -2.749 4.155
C -2.347 -3.518 3.183
C -2.205 -3.174 1.797
C -2.766 -3.917 0.758
C -2.628 -3.517 -0.565
C -1.854 -2.359 -0.800
N -1.283 -1.648 0.169
C -1.470 -2.028 1.462
C -3.244 -4.258 -1.653
C -4.015 -5.391 -1.574
C -4.446 -5.864 -2.831
C -4.005 -5.088 -3.858
S -3.060 -3.780 -3.313
C -0.537 -0.699 4.800
H 2.717 4.001 6.635
H 1.647 2.407 8.423
H 0.230 0.533 7.317
H 0.625 1.658 2.683
H -1.927 -3.021 5.197
H -2.902 -4.414 3.432
H -3.334 -4.807 0.997
H -1.715 -2.002 -1.813
H -4.284 -5.881 -0.649
H -5.058 -6.742 -2.972
H -4.182 -5.210 -4.915
H -0.623 -0.961 5.847
C -0.770 -1.783 -6.457
C -0.356 -2.503 -5.346
C -0.182 -1.863 -4.130
C -0.416 -0.495 -4.014
C -0.809 0.231 -5.140
C -0.986 -0.415 -6.353
P -0.009 0.338 -2.439
C -0.653 2.017 -2.751
C 0.160 3.142 -2.744
C -0.383 4.385 -3.043
C -1.727 4.503 -3.358
C -2.544 3.379 -3.357
C -2.013 2.141 -3.041
C 1.792 0.499 -2.575
C 2.453 0.640 -3.770
C 3.850 0.786 -3.794
C 4.562 0.767 -2.627
C 3.917 0.562 -1.387
C 4.647 0.441 -0.182
C 4.015 0.135 0.990
C 2.620 -0.049 1.015
C 1.851 0.125 -0.121
C 2.504 0.420 -1.355
H -0.914 -2.281 -7.406
H -0.161 -3.564 -5.432
H 0.173 -2.431 -3.276
H -0.956 1.300 -5.083
H -1.283 0.157 -7.222
H 1.218 3.050 -2.526
H 0.254 5.260 -3.048
H -2.142 5.473 -3.598
H -3.588 3.466 -3.627
H -2.643 1.257 -3.052
H 1.902 0.634 -4.702
H 4.355 0.909 -4.742
H 5.639 0.882 -2.644
H 5.723 0.566 -0.204
H 4.577 0.020 1.906
H 2.179 -0.334 1.961
C -0.892 1.678 0.278
C -1.640 2.628 0.475
C -2.501 3.721 0.709
C -3.888 3.531 0.619
C -4.739 4.607 0.772
C -4.225 5.872 1.033
C -2.852 6.061 1.144
C -1.988 4.995 0.985
H -4.274 2.539 0.424
H -5.807 4.460 0.681
H -4.896 6.712 1.155
H -2.451 7.045 1.348
H -0.918 5.131 1.065
*
```

Computed properties:
HOMO-LUMO gap (spin up / spin down)	0.208 / 0.225	hartree
relative energy (zero: lowest compared OMol25 entry of this formula, charge and spin)	3.4	kcal per mole
F_max	1.4	eV/A
HOMO (spin up / spin down)	-12.784 / -12.785	eV
molecular weight	807.880	g/mol
E_LUMO (spin up / spin down)	-7.124 / -6.661	eV
expectation value of S²	0.7732

These are the Mulliken partial charges, in e, on atoms 1 to 6:
1. V -0.76
2. S -0.10
3. C -0.35
4. C -0.60
5. C -0.55
6. C 0.43

No. 2
C50H36F2N5O5PS2SeY as an isolated structure in a non-equilibrium geometry. Source: the OMol25 dataset; level of theory: ωB97M-V with the def2-TZVPD basis set.

The geometry in ORCA input format:
```
! RIJCOSX wB97M-V def2-TZVPD def2/J DEFGRID3
* xyz -2 2
Y -0.189 -0.474 -1.281
O -1.481 1.030 -2.845
N -1.226 2.105 -3.545
C -2.104 2.445 -4.508
C -1.937 3.540 -5.316
C -0.801 4.334 -5.128
C 0.087 3.994 -4.141
C -0.099 2.868 -3.304
S 0.984 2.447 -2.086
H -2.954 1.785 -4.593
H -2.679 3.767 -6.068
H -0.625 5.200 -5.754
H 0.976 4.577 -3.953
O 3.364 -1.673 -3.029
C 3.254 -0.872 -2.094
O 2.216 -0.245 -1.728
C 4.424 -0.667 -1.158
C 5.739 -0.708 -1.605
C 6.780 -0.514 -0.714
C 6.506 -0.313 0.635
C 5.198 -0.310 1.088
C 4.140 -0.481 0.196
P 2.383 -0.459 0.794
C 2.700 -1.599 2.227
C 2.847 -1.310 3.578
C 3.025 -2.332 4.503
C 3.065 -3.654 4.092
C 2.918 -3.955 2.743
C 2.722 -2.939 1.825
C 2.410 1.213 1.546
C 1.618 1.497 2.658
C 1.568 2.780 3.180
C 2.277 3.807 2.576
C 3.026 3.544 1.438
C 3.096 2.257 0.928
H 5.930 -0.879 -2.657
H 7.808 -0.526 -1.058
H 7.319 -0.161 1.336
H 4.993 -0.165 2.142
H 2.832 -0.282 3.921
H 3.118 -2.090 5.556
H 3.184 -4.447 4.820
H 2.940 -4.987 2.412
H 2.551 -3.176 0.778
H 1.017 0.716 3.108
H 0.943 2.988 4.042
H 2.231 4.812 2.979
H 3.550 4.350 0.938
H 3.661 2.068 0.024
F -0.528 -3.193 3.740
C -1.047 -3.145 2.485
C -0.629 -2.187 1.591
C -1.159 -2.100 0.298
C -2.211 -2.991 -0.026
C -2.579 -3.965 0.903
F -3.562 -4.884 0.655
C -2.007 -4.077 2.152
C -2.927 -2.764 -1.306
C -3.997 -3.543 -1.763
C -4.638 -3.212 -2.942
C -4.209 -2.111 -3.664
C -3.147 -1.389 -3.149
N -2.531 -1.694 -2.014
H 0.125 -1.483 1.922
H -2.322 -4.845 2.845
H -4.328 -4.406 -1.213
H -5.462 -3.819 -3.300
H -4.672 -1.828 -4.599
H -2.763 -0.517 -3.664
Se -1.221 -4.718 -4.826
N -1.136 -3.586 -6.227
C -0.598 -2.456 -5.757
C -0.232 -1.344 -6.527
C 0.421 -0.295 -5.888
C 0.624 -0.328 -4.516
N 0.202 -1.317 -3.714
C -0.333 -2.402 -4.323
N -0.569 -3.529 -3.651
H -0.421 -1.337 -7.593
H 0.772 0.560 -6.452
H 1.137 0.488 -4.020
O 1.163 -2.932 -1.563
H 0.475 -3.357 -2.116
H 1.855 -2.669 -2.196
C -5.998 3.460 6.260
C -5.026 4.482 5.747
O -5.300 5.380 5.008
S -3.311 4.218 6.343
C -2.698 3.477 4.830
C -2.495 4.241 3.687
C -2.041 3.633 2.530
C -1.776 2.257 2.492
C -1.972 1.510 3.663
C -2.435 2.110 4.820
C -1.302 1.609 1.319
C -0.902 0.991 0.343
H -7.013 3.707 5.949
H -5.933 3.402 7.347
H -5.715 2.486 5.859
H -2.706 5.302 3.712
H -1.872 4.222 1.638
H -1.762 0.447 3.645
H -2.593 1.534 5.723
*
```

Computed properties:
HOMO-LUMO gap (spin up / spin down)	0.153 / 0.214	hartree
relative energy (zero: lowest compared OMol25 entry of this formula, charge and spin)	29.9	kcal per mole
F_max	2.6	eV/A
HOMO (spin up / spin down)	-0.810 / -2.469	eV
molecular weight	1087.838	g/mol
E_LUMO (spin up / spin down)	3.365 / 3.365	eV
expectation value of S²	0.7784

These are the Mulliken partial charges, in e, on atoms 1 to 6:
1. Y -0.39
2. O -0.51
3. N 0.29
4. C -0.28
5. C -0.82
6. C -0.27

No. 3
C50H39BiN2O2P2S2 as an isolated structure in a non-equilibrium geometry. Source: the OMol25 dataset; level of theory: ωB97M-V with the def2-TZVPD basis set.

The geometry in ORCA input format:
```
! RIJCOSX wB97M-V def2-TZVPD def2/J DEFGRID3
* xyz 0 1
Bi -1.371 -0.844 0.189
O 4.705 2.488 -0.905
C 4.798 1.299 -0.294
C 6.060 0.934 0.178
C 6.241 -0.242 0.878
C 5.159 -1.078 1.125
C 3.916 -0.735 0.620
C 3.700 0.431 -0.112
C 2.332 0.709 -0.689
O 1.554 -0.255 -1.049
N 2.032 1.957 -0.830
N 0.728 2.273 -1.130
C 0.527 2.978 -2.155
S 1.764 3.347 -3.373
C 0.853 4.760 -4.047
C -0.621 4.399 -4.066
S -1.051 3.715 -2.447
H 3.738 2.658 -1.024
H 6.882 1.619 0.005
H 7.228 -0.502 1.244
H 5.283 -1.997 1.685
H 3.076 -1.384 0.800
H 1.239 4.951 -5.048
H 1.033 5.630 -3.417
H -0.840 3.663 -4.838
H -1.248 5.279 -4.209
C 4.706 -4.054 -1.353
C 4.392 -2.983 -2.179
C 3.147 -2.383 -2.101
C 2.178 -2.883 -1.231
C 2.494 -3.964 -0.412
C 3.760 -4.536 -0.463
P 0.518 -2.111 -1.169
C -0.438 -3.731 -1.076
C -0.734 -4.220 0.203
C -1.452 -5.393 0.387
C -1.918 -6.093 -0.718
C -1.646 -5.619 -1.992
C -0.907 -4.456 -2.169
C 0.041 -1.569 -2.837
C 0.578 -2.161 -3.948
C 0.271 -1.688 -5.242
C -0.567 -0.627 -5.391
C -1.176 -0.016 -4.268
C -2.113 1.034 -4.439
C -2.779 1.544 -3.369
C -2.513 1.054 -2.071
C -1.567 0.090 -1.853
C -0.885 -0.492 -2.963
H 5.691 -4.502 -1.397
H 5.130 -2.594 -2.870
H 2.930 -1.514 -2.706
H 1.756 -4.378 0.260
H 3.999 -5.365 0.191
H -0.395 -3.670 1.078
H -1.658 -5.753 1.388
H -2.492 -7.002 -0.584
H -2.015 -6.157 -2.858
H -0.707 -4.106 -3.173
H 1.265 -2.991 -3.844
H 0.706 -2.172 -6.106
H -0.804 -0.244 -6.378
H -2.301 1.405 -5.441
H -3.512 2.331 -3.498
H -3.060 1.481 -1.238
C -5.106 0.312 3.948
C -5.450 0.951 2.763
C -4.464 1.541 1.986
C -3.124 1.524 2.385
C -2.791 0.866 3.568
C -3.775 0.264 4.341
P -1.931 2.392 1.276
C -1.974 4.116 1.911
C -2.846 4.584 2.891
C -2.840 5.926 3.255
C -1.969 6.815 2.644
C -1.104 6.360 1.656
C -1.114 5.024 1.287
C -0.355 1.705 1.917
C 0.518 2.367 2.775
C 1.678 1.745 3.228
C 1.960 0.442 2.854
C 1.089 -0.226 2.001
C -0.034 0.410 1.492
H -5.872 -0.144 4.562
H -6.485 0.989 2.445
H -4.734 2.036 1.057
H -1.757 0.828 3.893
H -3.501 -0.237 5.262
H -3.527 3.905 3.386
H -3.521 6.274 4.023
H -1.961 7.858 2.937
H -0.427 7.049 1.166
H -0.440 4.672 0.510
H 0.285 3.365 3.122
H 2.352 2.281 3.885
H 2.861 -0.048 3.203
H 1.323 -1.243 1.699
*
```

Computed properties:
HOMO-LUMO gap	0.253	hartree
F_max	1.1	eV/A
HOMO	-7.253	eV
molecular weight	1034.936	g/mol
E_LUMO	-0.362	eV

These are the natural (NBO) partial charges, in e, on atoms 1 to 6:
1. Bi 1.15
2. O -0.69
3. C 0.34
4. C -0.28
5. C -0.19
6. C -0.28

No. 4
A 6-piece molecular cluster, C50H39Cl4NO6 overall in a non-equilibrium geometry. Source: the OMol25 dataset; level of theory: ωB97M-V with the def2-TZVPD basis set.

The geometry in ORCA input format:
```
! RIJCOSX wB97M-V def2-TZVPD def2/J DEFGRID3
* xyz 0 1
O 0.726 -10.128 -14.618
C 1.803 -10.504 -14.246
C 2.923 -9.485 -14.008
C 2.615 -8.070 -14.174
C 3.574 -7.073 -13.866
C 4.771 -7.438 -13.465
C 5.184 -8.779 -13.442
C 4.222 -9.835 -13.612
C 4.573 -11.300 -13.494
O 5.693 -11.681 -13.348
C 3.446 -12.329 -13.644
C 3.633 -13.651 -13.242
C 2.644 -14.579 -13.256
C 1.386 -14.171 -13.528
C 1.149 -12.877 -14.027
C 2.168 -11.907 -13.902
H 1.607 -7.825 -14.476
H 3.159 -6.081 -13.970
H 5.463 -6.629 -13.282
H 6.229 -9.047 -13.392
H 4.611 -13.926 -12.877
H 2.909 -15.566 -12.906
H 0.542 -14.841 -13.450
H 0.140 -12.592 -14.284
O -2.197 -5.226 -7.114
C -3.035 -6.052 -7.414
C -2.836 -7.224 -8.332
C -1.732 -7.176 -9.131
C -1.497 -8.206 -10.063
C -2.289 -9.348 -10.065
C -3.335 -9.455 -9.236
C -3.648 -8.358 -8.427
C -4.920 -8.462 -7.530
O -5.519 -9.532 -7.366
C -5.321 -7.142 -6.929
C -6.587 -7.002 -6.226
C -6.888 -5.857 -5.567
C -6.027 -4.770 -5.562
C -4.801 -4.760 -6.254
C -4.453 -6.018 -6.882
H -1.084 -6.317 -9.227
H -0.654 -8.083 -10.727
H -2.044 -10.164 -10.728
H -3.989 -10.307 -9.129
H -7.177 -7.905 -6.162
H -7.774 -5.718 -4.965
H -6.360 -3.853 -5.098
H -4.222 -3.859 -6.389
O 3.159 12.335 -14.902
C 2.874 11.114 -14.932
C 3.815 10.183 -15.729
C 4.753 10.811 -16.598
C 5.482 10.045 -17.472
C 5.616 8.681 -17.211
C 4.746 7.965 -16.341
C 3.831 8.759 -15.570
C 2.747 8.161 -14.698
O 2.697 6.885 -14.520
C 1.664 9.067 -14.172
C 0.675 8.489 -13.368
C -0.328 9.241 -12.776
C -0.265 10.635 -12.750
C 0.717 11.235 -13.532
C 1.720 10.473 -14.279
H 4.679 11.861 -16.837
H 6.027 10.464 -18.305
H 6.263 8.061 -17.814
H 4.881 6.918 -16.114
H 0.791 7.420 -13.270
H -1.168 8.783 -12.274
H -0.856 11.348 -12.195
H 0.844 12.289 -13.336
C 1.118 1.087 -13.984
C -0.052 0.438 -13.272
C 0.353 -0.004 -11.846
C 1.034 -1.293 -11.660
N 1.527 -2.307 -11.501
H 1.978 0.418 -13.950
H 1.336 2.138 -13.797
H 0.842 1.275 -15.021
H -0.447 -0.398 -13.848
H -0.794 1.236 -13.280
H -0.527 -0.073 -11.206
H 1.030 0.719 -11.390
Cl -4.256 1.845 -6.638
C -3.220 2.441 -7.965
C -2.592 3.809 -7.611
Cl -1.146 4.219 -8.530
H -3.853 2.398 -8.852
H -2.628 1.567 -8.238
H -2.295 3.790 -6.562
H -3.256 4.659 -7.769
Cl -2.828 3.938 -16.591
C -3.503 2.742 -17.800
C -2.782 1.409 -17.904
Cl -1.225 1.622 -18.570
H -3.439 3.185 -18.794
H -4.565 2.694 -17.558
H -3.394 0.887 -18.640
H -2.607 1.071 -16.883
*
```

Computed properties:
HOMO-LUMO gap	0.295	hartree
F_max	5.8	eV/A
HOMO	-9.394	eV
molecular weight	891.675	g/mol
E_LUMO	-1.357	eV

These are the Mulliken partial charges, in e, on atoms 1 to 6:
1. O -0.62
2. C 0.42
3. C 0.20
4. C -0.62
5. C -0.52
6. C -0.45

No. 5
C50H39GeN3O3PS3Zn as an isolated structure in a non-equilibrium geometry. Source: the OMol25 dataset; level of theory: ωB97M-V with the def2-TZVPD basis set.

The geometry in ORCA input format:
```
! RIJCOSX wB97M-V def2-TZVPD def2/J DEFGRID3
* xyz -2 2
Zn 0.014 1.066 -0.292
S -0.539 -0.062 1.536
C 1.142 -0.484 1.827
C 1.819 -0.038 3.026
C 3.088 -0.468 3.334
C 3.858 0.310 4.217
N 4.527 0.932 4.913
C 3.728 -1.462 2.549
C 3.056 -1.979 1.408
C 1.800 -1.523 1.045
S 0.932 -2.027 -0.420
C 5.037 -1.977 2.826
N 6.039 -2.569 2.884
H 1.240 0.638 3.687
H 3.494 -2.860 0.964
O 0.061 1.647 -4.302
S 0.083 1.968 -2.911
O 1.169 1.392 -1.993
O -1.171 1.726 -2.075
C 0.078 3.720 -2.778
C -0.268 4.369 -4.014
C -0.564 5.686 -3.937
C -0.489 6.441 -2.764
C -0.029 5.798 -1.623
C 0.191 4.411 -1.572
P 0.532 3.588 0.032
C -0.415 4.662 1.236
C 0.114 5.631 2.118
C -0.679 6.312 2.981
C -2.086 6.118 2.952
C -2.635 5.186 2.137
C -1.807 4.460 1.265
C 2.221 3.963 0.482
C 3.180 4.489 -0.350
C 4.474 4.679 0.092
C 4.849 4.279 1.356
C 3.943 3.616 2.184
C 2.614 3.585 1.772
H -0.436 3.737 -4.841
H -0.855 6.268 -4.822
H -0.853 7.462 -2.814
H 0.233 6.393 -0.729
H 1.159 5.831 2.031
H -0.214 6.985 3.721
H -2.648 6.630 3.711
H -3.715 5.071 2.073
H -2.254 3.808 0.490
H 2.984 4.792 -1.391
H 5.241 5.049 -0.581
H 5.865 4.486 1.748
H 4.209 3.208 3.178
H 1.791 3.277 2.420
C 1.936 -6.896 2.927
C 2.635 -6.753 1.709
C 2.097 -5.995 0.664
C 0.907 -5.277 0.751
C 0.200 -5.452 2.010
C 0.775 -6.142 3.045
Ge 0.316 -4.181 -0.706
C -1.712 -4.153 -0.940
C -2.292 -3.478 -2.004
C -3.681 -3.505 -2.188
C -4.490 -3.972 -1.183
C -3.935 -4.640 -0.123
C -2.556 -4.848 -0.053
C 1.538 -4.642 -2.163
C 2.864 -4.271 -2.014
C 3.854 -4.543 -2.993
C 3.437 -5.281 -4.125
C 2.120 -5.538 -4.358
C 1.177 -5.280 -3.378
H 2.314 -7.368 3.790
H 3.584 -7.233 1.612
H 2.703 -5.993 -0.262
H -0.731 -4.916 2.161
H 0.208 -6.342 3.926
H -1.696 -3.013 -2.732
H -4.164 -3.139 -3.075
H -5.540 -3.925 -1.210
H -4.639 -4.997 0.667
H -2.195 -5.344 0.822
H 3.154 -3.732 -1.133
H 4.873 -4.219 -2.832
H 4.237 -5.619 -4.751
H 1.760 -5.839 -5.332
H 0.174 -5.615 -3.520
C -4.230 1.957 -2.315
C -4.714 1.299 -1.104
C -5.663 0.216 -1.033
C -5.809 -0.093 0.293
C -4.838 0.768 1.016
C -4.553 0.742 2.480
N -4.226 1.618 0.140
H -5.051 2.537 -2.757
H -3.852 1.168 -3.020
H -3.386 2.630 -2.005
H -6.231 -0.087 -1.905
H -6.339 -0.970 0.699
H -5.274 0.054 2.925
H -4.629 1.775 2.905
H -3.547 0.305 2.689
*
```

Computed properties:
HOMO-LUMO gap (spin up / spin down)	0.135 / 0.157	hartree
relative energy (zero: lowest compared OMol25 entry of this formula, charge and spin)	25.0	kcal per mole
F_max	4.7	eV/A
HOMO (spin up / spin down)	0.095 / -0.490	eV
molecular weight	995.055	g/mol
E_LUMO (spin up / spin down)	3.771 / 3.771	eV
expectation value of S²	0.7683

These are the Mulliken partial charges, in e, on atoms 1 to 6:
1. Zn 0.51
2. S -0.33
3. C -0.25
4. C -0.64
5. C 0.27
6. C -0.05